Record 1
Molecular formula: C10H12N3O2
Method: DFT, wB97M-V/def2-TZVPD

The geometry in XYZ format:
```
27
Properties=species:S:1:pos:R:3
C 1.86071 1.51161 -1.92385
C 0.86829 0.71527 -1.38388
C -1.96052 1.17347 2.26707
C -2.87298 0.89538 1.11068
C 3.19538 1.08341 -1.86709
C 2.61164 -0.76398 -0.56829
C 1.24740 -0.34120 -0.58697
C -0.81164 0.55856 2.09548
C -1.99664 0.23691 0.24354
C 0.31466 -1.04179 0.36682
N 3.53284 -0.08611 -1.29911
N -0.78829 -0.07389 0.92133
N -0.48457 -2.16673 -0.34216
O 0.42016 0.75928 2.70410
O -2.20667 -0.43001 -1.00211
H 1.39348 2.40848 -2.38272
H -0.15706 0.94102 -1.43907
H -2.18115 1.65705 3.23472
H -3.90034 1.18510 0.86421
H 4.09044 1.56314 -2.14518
H 2.92661 -1.60915 -0.12344
H 0.93410 -1.45997 1.19482
H -0.91113 -1.83234 -1.23824
H -1.29111 -2.45919 0.26577
H 0.06954 -2.97346 -0.66539
H 0.40257 1.53135 3.31034
H -2.96907 0.00960 -1.37083
```

Results
SMILES string: [NH3+][C@@H](c1cccnc1)n1c(O)ccc1O
HOMO: -11.53 eV
E_tot: -702.682218 a.u.
F_max: 5.9 eV Å⁻¹
Total charge: +1
Energy above the lowest of the compared OMol25 structures with the same formula, charge and spin: 0.228 eV

---

Record 2
Molecular formula: C8H26FeN4O5
Method: DFT, wB97M-V/def2-TZVPD

The geometry in XYZ format:
```
44
Properties=species:S:1:pos:R:3
O 2.37500 1.77137 -1.02810
H 2.57012 2.47246 -1.68311
Fe 0.33060 -0.01896 0.01520
N -1.34475 -0.71591 -0.69150
N 0.82450 -0.67347 -1.82019
O -2.61863 -0.95228 -0.09725
O 2.09306 -0.56912 -2.43920
C -1.42214 -1.03649 -1.98285
C -0.15742 -1.09955 -2.62801
C -2.77086 -1.37997 -2.46292
C 0.03011 -1.52939 -4.03396
H -3.49280 -0.57978 -2.24658
H -3.13305 -2.30268 -1.98510
H -2.75163 -1.53057 -3.54668
H 1.08361 -1.67243 -4.26840
H -0.36438 -0.78105 -4.73157
H -0.49817 -2.46549 -4.24591
H -2.50602 -0.91302 0.87076
H 2.48038 0.23796 -2.00247
O -0.90287 -2.70358 1.55182
H -1.35612 -2.99592 0.73333
H -0.39547 -3.47900 1.84808
C 0.91177 2.03310 -0.59592
H 0.86243 1.97519 0.50171
H 0.21593 1.39111 -1.18627
H 0.59539 3.07417 -0.82314
O -1.91112 4.41560 0.59861
H -2.59596 4.56936 -0.07774
H -2.20806 4.95198 1.35681
N 2.17253 -0.11948 1.09464
C 2.12329 -0.74036 2.44425
C 1.35417 0.09108 3.46488
C 0.12554 0.84992 2.98502
N -0.57453 0.12384 1.90540
H 2.57197 0.82410 1.12799
H 2.81022 -0.63899 0.48532
H 1.65547 -1.72788 2.34108
H 3.15471 -0.89285 2.78447
H 1.03213 -0.58805 4.26496
H 2.03338 0.81167 3.93710
H -0.57295 0.98489 3.82158
H 0.38386 1.84593 2.60616
H -1.48082 0.55376 1.71043
H -0.73242 -0.87121 2.12728
```

Results
HOMO (spin up / spin down): -8.80 / -11.10 eV
Spin multiplicity: 6
E_tot: -2178.982414 a.u.
F_max: 3.0 eV Å⁻¹
Total charge: +1

---

Record 3
Molecular formula: C6H7N
Method: DFT, wB97M-V/def2-TZVPD

The geometry in XYZ format:
```
14
Properties=species:S:1:pos:R:3
N 1.56427 -2.55321 -0.40701
C 0.73494 -1.80464 -0.08658
C -0.37037 -0.90411 0.26464
C -0.91614 -0.07586 -0.87759
C -0.52291 1.44126 -0.67657
C 0.30145 1.71791 0.31408
C 1.03826 0.91454 1.09878
H -1.06293 -1.42630 0.91013
H -0.48928 -0.38104 -1.83972
H -1.99737 -0.19439 -0.92728
H -0.89780 2.12542 -1.42656
H -0.17396 0.06865 0.88675
H 1.83117 0.35452 0.59769
H 0.96066 0.71724 2.16923
```

Results
SMILES string: C=C=CCCC#N
HOMO: -9.35 eV
E_tot: -287.415391 a.u.
F_max: 3.0 eV Å⁻¹
Total charge: 0
Energy above the lowest of the compared OMol25 structures with the same formula, charge and spin: 4.676 eV

---

Record 4
Molecular formula: C8H13N2OReS2SbSe4
Method: DFT, wB97M-V/def2-TZVPD

The geometry in XYZ format:
```
32
Properties=species:S:1:pos:R:3
Re -1.83242 0.63028 0.79333
Se -1.31534 6.07924 5.55543
Sb -3.17650 4.86846 5.98359
Se -2.16873 1.48599 2.78266
Se -2.82975 1.95476 -0.81004
Se -5.03567 3.67232 6.46793
N -0.02779 0.03731 0.33957
C 1.07213 -0.32928 0.09864
N 2.23680 -0.71691 -0.15322
C 2.60428 -1.27288 -1.50730
C 3.73530 -0.44243 -2.10711
C 4.69354 0.09225 -1.02882
C 4.67666 -0.79643 0.21052
C 3.32682 -0.70631 0.90424
H 1.70595 -1.28192 -2.12064
H 2.89958 -2.30280 -1.31149
H 3.32673 0.37667 -2.69762
H 4.26448 -1.09842 -2.79936
H 4.40672 1.10818 -0.74351
H 5.70155 0.16106 -1.43102
H 5.42822 -0.48011 0.93366
H 4.90851 -1.83192 -0.04421
H 3.22142 0.23251 1.44656
H 3.13187 -1.54457 1.57211
C -6.53595 -1.43217 -1.78777
O -5.42480 -1.51465 -0.82748
C -4.58759 -0.56084 -0.69732
S -4.68620 0.87219 -1.56339
S -3.36848 -0.97282 0.52268
H -7.04908 -2.38135 -1.69619
H -6.12137 -1.30086 -2.78577
H -7.18091 -0.60453 -1.49864
```

Results
HOMO: -17.72 eV
E_tot: -11216.978601 a.u.
F_max: 0.3 eV Å⁻¹
Total charge: +3
Energy above the lowest of the compared OMol25 structures with the same formula, charge and spin: 0.000 eV

---

Record 5
Molecular formula: C2H4N2O2S
Method: DFT, wB97M-V/def2-TZVPD

The geometry in XYZ format:
```
11
Properties=species:S:1:pos:R:3
C 0.06443 -0.44383 0.14523
C -2.33569 -0.13862 -0.05544
H 3.35998 0.64817 1.00940
H -0.47400 -1.33137 0.25092
H -0.12293 1.77729 -0.53117
H -3.05980 0.61143 0.08426
N 1.14264 0.13397 0.14829
N -1.05430 0.34859 -0.05049
O -1.04867 1.75880 0.01006
O -2.68981 -1.29990 -0.00767
S 2.70086 -0.32874 -0.12849
```

Results
SMILES string: O=CN(O)/C=N/S
HOMO: -8.70 eV
E_tot: -736.631529 a.u.
F_max: 4.9 eV Å⁻¹
Total charge: 0
Energy above the lowest of the compared OMol25 structures with the same formula, charge and spin: 4.718 eV

---

Record 6
Molecular formula: C6H15N2O4P
Method: DFT, wB97M-V/def2-TZVPD

The geometry in XYZ format:
```
28
Properties=species:S:1:pos:R:3
C 0.58953 -0.67206 2.13376
C -1.86160 2.15012 -0.30906
C -3.39845 -1.69452 -0.45571
C 3.41106 -1.65559 -0.58643
C 1.84580 2.41304 -0.10780
C -1.95852 -0.09036 0.67021
N 1.28678 0.16824 1.52014
N 0.46072 -1.20343 -0.84222
O -1.55054 1.12814 0.66801
O -2.85113 -0.36200 -0.30786
O 2.90377 -0.33884 -0.36939
O 1.01009 1.37512 -0.60526
P 1.28711 -0.12870 -0.15373
H 0.31008 -0.76002 3.20562
H -0.03620 -1.54445 1.68159
H -1.19948 3.00766 -0.44299
H -2.85040 2.50057 0.16930
H -1.88149 1.73056 -1.25427
H -4.13892 -1.99250 0.17536
H -2.61197 -2.43473 -0.31421
H -3.69438 -1.59236 -1.43525
H 3.00118 -2.52060 0.15169
H 4.46806 -1.44252 -0.56794
H 3.07157 -2.07888 -1.60801
H 1.71655 3.37509 -0.63353
H 2.98333 2.04582 -0.28188
H 1.54289 2.68845 0.91363
H -0.33894 -1.43638 -0.33688
```

Results
HOMO: -8.66 eV
E_tot: -989.295838 a.u.
F_max: 3.9 eV Å⁻¹
Total charge: 0
Energy above the lowest of the compared OMol25 structures with the same formula, charge and spin: 2.538 eV